No. 1
A cluster of 2 separate species, C4H8O2 in total in a non-equilibrium geometry. Source: OMol25; level of theory: wB97M-V/def2-TZVPD.

Structure (XYZ):
```
14
Properties=species:S:1:pos:R:3:mulliken_charge:R:1
O 0.6201 -2.8581 -3.6694 -0.479
O -0.6446 -1.6709 -2.2396 -0.399
C -0.0409 2.3917 1.9063 -0.980
C 0.0592 0.0458 1.2599 -0.853
C 0.7504 1.1447 1.5393 0.179
C -0.4185 -2.6900 -3.0782 0.202
H -0.9827 -0.1017 1.0101 0.244
H 0.2603 2.8275 2.8566 0.283
H 1.8292 1.1788 1.5085 0.335
H 0.6042 -0.8790 1.0552 0.260
H -1.1369 -3.5093 -3.1690 0.344
H -1.1004 2.1500 2.0189 0.288
H 0.2111 -1.2070 -2.1411 0.325
H -0.0104 3.1774 1.1427 0.252
```

Computed properties:
E_HOMO   -0.36057 Ha
Total charge   0
Relative energy (zero: lowest compared OMol25 entry of this formula, charge and spin)   1.659 eV
Gap between HOMO and LUMO   10.6 eV
Structure (SMILES)   C=CC.O=CO


No. 2
A cluster of 2 separate species, C4H8O2 in total in a non-equilibrium geometry. Source: OMol25; level of theory: wB97M-V/def2-TZVPD.

Structure (XYZ):
```
14
Properties=species:S:1:pos:R:3:mulliken_charge:R:1
O 3.9483 -2.4380 0.0816 -0.090
O 1.4396 0.9030 0.5412 -0.452
C 0.3712 0.1875 -0.0411 -0.364
C -0.9262 0.7269 0.5338 -0.326
C -2.1609 0.0467 -0.0480 -1.143
C 3.4408 -1.4250 0.0591 0.029
H -0.8971 0.5994 1.6223 0.279
H 0.4462 -0.8935 0.1735 0.283
H 0.3621 0.2973 -1.1402 0.254
H 2.2593 0.4602 0.2855 0.302
H -0.9588 1.8059 0.3418 0.280
H -2.2184 0.1855 -1.1340 0.313
H -3.0780 0.4577 0.3859 0.323
H -2.1562 -1.0315 0.1523 0.312
```

Computed properties:
E_HOMO   -0.37247 Ha
Total charge   0
Relative energy (zero: lowest compared OMol25 entry of this formula, charge and spin)   1.123 eV
Gap between HOMO and LUMO   11.0 eV


No. 3
A cluster of 2 separate species, C4H8O2 in total in a non-equilibrium geometry. Source: OMol25; level of theory: wB97M-V/def2-TZVPD.

Structure (XYZ):
```
14
Properties=species:S:1:pos:R:3:mulliken_charge:R:1
O -0.9300 1.3598 -1.0046 -0.495
O -0.9688 0.5916 1.8723 -0.596
C 0.5813 -0.8924 0.6553 -0.124
C -0.5232 0.0511 0.8987 -0.282
C -0.8537 0.0200 -0.6301 0.442
C 0.5149 -0.7017 -0.8638 -0.684
H -0.3797 -1.5105 0.9523 0.195
H 1.4847 -1.1387 1.2241 0.348
H 1.3887 1.4265 1.0955 0.026
H 0.7576 1.5892 1.4498 -0.017
H 1.2256 0.0087 -1.3146 0.290
H 0.5719 -1.6369 -1.4286 0.253
H -1.7094 -0.5792 -0.9713 0.336
H -1.1598 1.4124 -1.9352 0.309
```

Computed properties:
E_HOMO   -0.34846 Ha
Total charge   0
Relative energy (zero: lowest compared OMol25 entry of this formula, charge and spin)   4.063 eV
Gap between HOMO and LUMO   10.1 eV
Structure (SMILES)   O=C1CC[C@@H]1O.[H][H]


No. 4
A cluster of 2 separate species, C4H8O2 in total. Source: OMol25; level of theory: wB97M-V/def2-TZVPD.

Structure (XYZ):
```
14
Properties=species:S:1:pos:R:3:mulliken_charge:R:1
O 0.4251 -1.2925 0.5669 -0.365
O -0.4775 1.2889 -0.1911 -0.324
C -1.2972 0.3452 0.3792 -0.482
C 0.8592 1.1090 0.2370 -0.431
C -0.8617 -0.8680 0.7071 0.038
C 1.3374 -0.3294 0.0522 -0.376
H 1.5157 -0.5449 -1.0068 0.294
H -1.3716 -0.4243 -1.8308 -0.077
H 2.2776 -0.4669 0.5994 0.302
H -1.5142 -1.6486 1.0774 0.354
H 1.4827 1.7779 -0.3625 0.315
H 0.9281 1.4022 1.2922 0.312
H -2.3187 0.6678 0.5292 0.339
H -1.0196 -1.0224 -2.0988 0.101
```

Computed properties:
E_HOMO   -0.30466 Ha
Total charge   0
Relative energy (zero: lowest compared OMol25 entry of this formula, charge and spin)   3.075 eV
Gap between HOMO and LUMO   9.3 eV
Structure (SMILES)   C1=COCCO1.[H][H]


No. 5
An isolated molecule of C4H8O2. Source: OMol25; level of theory: wB97M-V/def2-TZVPD.

Structure (XYZ):
```
14
Properties=species:S:1:pos:R:3:mulliken_charge:R:1
O -1.0619 2.3099 -0.4675 -0.549
O 1.3436 -0.1422 0.7416 -0.387
C -1.6284 0.0149 -0.4918 -1.117
C -0.7069 1.1755 -0.2239 0.607
C 0.6773 1.0412 0.4154 -0.250
C 1.2765 -1.4337 0.2101 -0.608
H 1.3374 1.7217 -0.1376 0.328
H -1.4509 -0.8410 0.1629 0.348
H 0.4697 -1.6349 -0.4999 0.283
H -1.4841 -0.2937 -1.5348 0.289
H 1.1305 -2.0889 1.0726 0.228
H -2.6574 0.3685 -0.3863 0.340
H 2.2336 -1.6955 -0.2587 0.240
H 0.5209 1.4984 1.3978 0.248
```

Computed properties:
E_HOMO   -0.35602 Ha
Total charge   0
Relative energy (zero: lowest compared OMol25 entry of this formula, charge and spin)   2.011 eV
Gap between HOMO and LUMO   10.5 eV
Structure (SMILES)   COCC(C)=O


No. 6
A structure of composition C4H8O2. Source: OMol25; level of theory: wB97M-V/def2-TZVPD.

Structure (XYZ):
```
14
Properties=species:S:1:pos:R:3:mulliken_charge:R:1
O 0.7266 0.1217 -0.6862 -0.285
O -2.8988 0.5103 -0.7062 -0.348
C -1.1901 -0.7262 0.4020 -0.367
C 0.2956 -0.4373 0.5291 -0.535
C -1.9797 0.5339 0.2149 -0.482
C 2.0841 0.4791 -0.6687 -0.706
H -1.5471 -1.1871 1.3340 0.314
H 0.4693 0.2651 1.3609 0.338
H 2.7321 -0.3929 -0.4871 0.281
H -2.7591 1.4734 -0.0643 0.689
H 0.8518 -1.3634 0.7493 0.358
H 2.3211 0.8982 -1.6491 0.238
H -1.4020 -1.4096 -0.4321 0.205
H 2.2963 1.2350 0.1034 0.300
```

Computed properties:
E_HOMO   -0.31631 Ha
Total charge   0
Relative energy (zero: lowest compared OMol25 entry of this formula, charge and spin)   5.106 eV
Gap between HOMO and LUMO   9.6 eV


No. 7
A structure of composition C4H8O2Rb in a non-equilibrium geometry. Source: OMol25; level of theory: wB97M-V/def2-TZVPD.

Structure (XYZ):
```
15
Properties=species:S:1:pos:R:3:mulliken_charge:R:1
Rb 0.2688 -3.5905 0.3998 0.928
O 2.9358 -0.1563 0.4395 -0.392
O -2.1262 -1.5816 -0.7832 -0.404
C 1.6585 -0.2841 0.6034 -0.039
C -2.2987 -0.9453 -1.8258 -0.125
C 1.0467 1.0254 0.9356 -0.330
C -0.4229 1.1579 0.5623 -0.932
H 3.3725 -1.0118 0.3270 0.410
H 1.6542 1.8613 0.5498 0.302
H 1.1604 1.0832 2.0375 0.268
H -3.2958 -0.5224 -2.0397 0.269
H -0.7670 2.1307 0.9414 0.335
H -1.4407 -0.6258 -2.4459 0.274
H -1.0407 0.1979 0.7919 0.204
H -0.7049 1.2611 -0.4935 0.233
```

Computed properties:
E_HOMO   -0.44474 Ha
Total charge   +1
Gap between HOMO and LUMO   8.4 eV


No. 8
An isolated molecule of C4H8O2S in a non-equilibrium geometry. Source: OMol25; level of theory: wB97M-V/def2-TZVPD.

Structure (XYZ):
```
15
Properties=species:S:1:pos:R:3:mulliken_charge:R:1
S 2.1016 -1.1474 -0.2387 -0.269
O 1.0208 1.7939 -0.6442 -0.513
O -1.4994 -1.7248 -0.1902 -0.531
C 0.3388 1.0690 0.4320 0.093
C -1.1022 0.7637 0.0015 -0.816
C 0.5361 -0.5813 0.4007 -0.340
C -0.6855 -0.6433 -0.4897 -0.006
H 2.6735 -1.3761 0.9132 0.131
H 1.9387 1.4530 -0.6680 0.321
H -2.2208 -1.7376 -0.8389 0.326
H 0.5161 1.5474 1.3918 0.305
H -0.3432 -0.6021 -1.5354 0.332
H 0.1462 -0.9563 1.3295 0.389
H -1.5747 1.4198 -0.7464 0.346
H -1.8460 0.7222 0.8828 0.232
```

Computed properties:
E_HOMO   -0.33902 Ha
Total charge   0
Relative energy (zero: lowest compared OMol25 entry of this formula, charge and spin)   1.825 eV
Gap between HOMO and LUMO   10.0 eV
Structure (SMILES)   O[C@H]1C[C@H](O)C1S


No. 9
A cluster of 2 separate species, C4H8O2S in total in a non-equilibrium geometry. Source: OMol25; level of theory: wB97M-V/def2-TZVPD.

Structure (XYZ):
```
15
Properties=species:S:1:pos:R:3:mulliken_charge:R:1
S -0.1076 1.2736 0.5265 0.398
O -0.6795 0.9096 -0.9834 -0.331
O 0.3752 2.6132 0.6119 -0.555
C -1.8246 -0.2946 1.9536 -0.431
C 1.2348 0.0157 0.4700 -0.551
C -0.2937 -0.4237 -1.3056 -0.286
C 1.1056 -0.5511 -1.0358 -0.572
H -2.7399 -0.2887 1.2869 0.188
H 1.6943 0.0668 -1.6941 0.299
H -0.3953 -0.6981 -2.3985 0.318
H -2.0104 0.6419 2.5625 0.197
H 2.2792 0.2559 0.7120 0.390
H 1.4645 -1.5929 -1.1898 0.326
H -0.8406 -1.2565 -0.7505 0.263
H 0.7380 -0.6711 1.2343 0.346
```

Computed properties:
E_HOMO   -0.33470 Ha
Total charge   0
Relative energy (zero: lowest compared OMol25 entry of this formula, charge and spin)   6.552 eV
Gap between HOMO and LUMO   8.6 eV


No. 10
A cluster of 2 separate species, C4H8O2Si in total in a non-equilibrium geometry. Source: OMol25; level of theory: wB97M-V/def2-TZVPD.

Structure (XYZ):
```
15
Properties=species:S:1:pos:R:3:mulliken_charge:R:1
Si 2.6770 1.0222 -0.4437 0.119
O 2.6288 -0.6599 -0.6374 -0.307
O -0.5552 0.6792 1.5179 -0.549
C -0.9055 0.3008 0.4257 0.769
C 2.1474 -0.3635 0.7340 -0.066
C -0.9350 1.1882 -0.8107 -1.039
C -1.5048 -1.0678 0.0566 -1.096
H 2.8333 -0.6940 1.5047 0.335
H 1.1358 -0.6446 0.9226 -0.085
H -0.9472 -1.8675 0.5621 0.357
H -1.7022 0.7394 -1.3488 0.459
H -1.4999 -1.1250 -1.0109 0.321
H -2.5257 -0.8142 0.4035 0.340
H 0.1185 1.1124 -1.3493 0.088
H -0.9654 2.1943 -0.5262 0.354
```

Computed properties:
E_HOMO   -0.32766 Ha
Total charge   0
Relative energy (zero: lowest compared OMol25 entry of this formula, charge and spin)   2.454 eV
Gap between HOMO and LUMO   8.6 eV


No. 11
A structure of composition C4H8O3 in a non-equilibrium geometry. Source: OMol25; level of theory: wB97M-V/def2-TZVPD.

Structure (XYZ):
```
15
Properties=species:S:1:pos:R:3:mulliken_charge:R:1
O 2.6501 -0.6113 1.8986 -0.458
O 0.6606 1.0844 1.3297 -0.660
O 1.5613 -1.7525 0.2858 -0.516
C -0.4388 0.1694 -0.6596 -0.509
C -2.2387 0.5397 -1.3037 -1.123
C 2.4580 -1.6369 1.0907 0.122
C -0.1449 1.1160 0.4017 0.210
H -2.7552 0.1462 -0.4566 0.385
H -0.7825 0.5966 -1.6339 0.294
H -2.4667 1.6077 -1.4683 0.365
H 1.9208 0.0438 1.7240 0.524
H -0.7806 2.0061 0.3113 0.301
H -2.5189 -0.0005 -2.2280 0.336
H -0.3567 -0.9043 -0.5287 0.382
H 3.2322 -2.4044 1.2371 0.348
```

Computed properties:
E_HOMO   -0.35140 Ha
Total charge   0
Relative energy (zero: lowest compared OMol25 entry of this formula, charge and spin)   3.821 eV
Gap between HOMO and LUMO   10.0 eV


No. 12
A structure of composition C4H8O3. Source: OMol25; level of theory: wB97M-V/def2-TZVPD.

Structure (XYZ):
```
15
Properties=species:S:1:pos:R:3:mulliken_charge:R:1
O 1.1433 1.3803 -0.6003 -0.570
O -0.5648 1.4857 1.3043 -0.479
O 1.4211 -0.8091 1.2775 -0.534
C 0.3220 -0.7056 0.4172 0.183
C -1.4012 1.7395 0.3560 -0.395
C 0.2654 0.7329 -0.1098 0.640
C 0.4298 -1.6522 -0.7760 -1.256
H -0.5686 -0.9143 1.0104 0.346
H -2.4523 1.4177 0.4475 0.295
H 1.2600 -1.3583 -1.4274 0.304
H 2.1827 -0.4164 0.8266 0.379
H -1.2386 2.6099 -0.2998 0.325
H -0.9215 0.8107 -0.6521 0.047
H 0.6143 -2.6640 -0.4054 0.346
H -0.4917 -1.6567 -1.3687 0.369
```

Computed properties:
E_HOMO   -0.37334 Ha
Total charge   0
Relative energy (zero: lowest compared OMol25 entry of this formula, charge and spin)   4.360 eV
Gap between HOMO and LUMO   10.6 eV


> Among the records above, which one has the highest gap between HOMO and LUMO?

number 2